Record 1
{
  "formula": "C33H38BrMgN2O4SSi",
  "method": "ωB97M-V/def2-TZVPD",
  "elements": ["Mg", "C", "C", "C", "C", "C", "C", "C", "C", "S", "C", "N", "C", "C", "C", "C", "C", "C", "C", "C", "H", "H", "H", "H", "H", "H", "H", "H", "H", "H", "H", "H", "H", "H", "H", "H", "Br", "C", "C", "C", "C", "N", "C", "H", "H", "H", "H", "O", "C", "O", "C", "C", "C", "C", "C", "C", "H", "H", "H", "H", "H", "C", "Si", "C", "C", "O", "H", "H", "H", "H", "H", "H", "H", "H", "H", "C", "O", "H", "H", "H", "H"],
  "coordinates": [[0.11, -0.23, 0.08], [-2.44, 6.39, -1.96], [-1.47, 5.27, -2.37], [-0.22, 5.35, -1.49], [-1.02, 5.46, -3.83], [-2.15, 3.91, -2.25], [-3.28, 3.64, -3.04], [-3.88, 2.40, -3.06], [-3.32, 1.39, -2.29], [-3.75, -0.29, -2.21], [-2.39, -0.56, -1.11], [-1.73, 0.52, -0.81], [-2.20, 1.64, -1.47], [-1.64, 2.91, -1.44], [-2.00, -1.92, -0.75], [-2.94, -2.95, -0.80], [-2.55, -4.25, -0.57], [-1.21, -4.51, -0.31], [-0.29, -3.47, -0.25], [-0.63, -2.13, -0.46], [-1.95, 7.36, -2.04], [-2.76, 6.25, -0.92], [-3.33, 6.40, -2.59], [0.24, 6.34, -1.61], [0.50, 4.60, -1.81], [-0.44, 5.20, -0.44], [-0.45, 6.38, -3.93], [-1.87, 5.51, -4.51], [-0.39, 4.62, -4.11], [-3.69, 4.42, -3.68], [-4.74, 2.20, -3.69], [-0.80, 3.09, -0.79], [-3.99, -2.72, -1.00], [-3.27, -5.06, -0.59], [-0.89, -5.53, -0.12], [0.74, -3.72, -0.02], [3.44, 1.54, 4.47], [3.39, 0.50, 2.88], [4.51, -0.18, 2.47], [4.43, -0.91, 1.29], [3.23, -0.91, 0.59], [2.15, -0.26, 1.01], [2.21, 0.44, 2.15], [5.42, -0.15, 3.05], [5.28, -1.46, 0.93], [3.13, -1.44, -0.34], [1.31, 0.93, 2.46], [1.35, 2.24, -2.82], [1.35, 1.04, -2.52], [1.03, 0.56, -1.38], [1.79, 0.03, -3.55], [1.83, -1.33, -3.25], [2.31, -2.24, -4.17], [2.74, -1.80, -5.42], [2.67, -0.45, -5.74], [2.19, 0.46, -4.81], [1.45, -1.66, -2.29], [2.35, -3.29, -3.92], [3.14, -2.51, -6.13], [2.98, -0.11, -6.72], [2.14, 1.51, -5.04], [-2.17, -2.41, 3.21], [-0.55, -1.41, 3.15], [0.87, -2.68, 3.21], [-0.40, -0.51, 4.82], [-0.49, -0.43, 1.91], [-2.32, -2.89, 4.17], [-2.19, -3.18, 2.43], [-3.02, -1.74, 3.03], [0.92, -3.19, 4.18], [1.84, -2.21, 3.04], [0.75, -3.45, 2.44], [-0.88, -1.07, 5.63], [-0.85, 0.49, 4.79], [0.65, -0.38, 5.10], [2.33, 3.20, 0.30], [1.04, 2.66, 0.47], [2.43, 3.75, -0.64], [3.11, 2.43, 0.31], [2.52, 3.89, 1.13], [0.92, 1.97, -0.21]],
  "orbital_gap_ev": 7.73,
  "charge": -1,
  "e_tot_ev": -140216.7905,
  "homo_energy_ev": -5.3
}

Record 2
{
  "formula": "C33H38CrN10PSSi",
  "method": "ωB97M-V/def2-TZVPD",
  "elements": ["Cr", "C", "N", "C", "C", "N", "C", "P", "C", "N", "C", "C", "N", "C", "C", "N", "C", "C", "N", "C", "H", "H", "H", "H", "H", "H", "H", "H", "H", "H", "H", "H", "H", "H", "H", "N", "C", "C", "C", "C", "C", "C", "S", "N", "C", "C", "C", "C", "C", "C", "N", "H", "H", "H", "H", "H", "H", "H", "H", "H", "C", "Si", "C", "C", "N", "C", "C", "C", "C", "C", "C", "H", "H", "H", "H", "H", "H", "H", "H", "H", "H", "H", "H", "H", "H"],
  "coordinates": [[-0.41, -0.08, 0.37], [-1.64, 1.53, -4.89], [-1.71, 1.40, -3.44], [-2.44, 2.20, -2.61], [-2.23, 1.74, -1.35], [-1.40, 0.65, -1.39], [-1.09, 0.46, -2.67], [-0.14, -0.85, -3.48], [0.95, -1.41, -2.13], [0.84, -1.27, -0.82], [1.86, -1.99, -0.26], [2.60, -2.56, -1.25], [2.02, -2.17, -2.43], [2.46, -2.61, -3.74], [-1.36, -2.20, -3.43], [-2.00, -2.63, -2.36], [-2.78, -3.66, -2.79], [-2.60, -3.87, -4.13], [-1.69, -2.93, -4.54], [-1.19, -2.77, -5.89], [-2.12, 2.46, -5.17], [-0.61, 1.54, -5.22], [-2.17, 0.70, -5.37], [-3.02, 3.02, -2.98], [-2.62, 2.12, -0.42], [1.98, -2.06, 0.81], [3.47, -3.19, -1.22], [3.54, -2.77, -3.72], [1.97, -3.55, -4.02], [2.24, -1.85, -4.48], [-3.42, -4.21, -2.12], [-3.02, -4.58, -4.81], [-1.63, -3.54, -6.52], [-1.47, -1.80, -6.30], [-0.11, -2.88, -5.92], [0.97, 3.77, 0.90], [2.36, 3.81, 0.69], [3.17, 4.74, 1.34], [4.53, 4.76, 1.09], [5.11, 3.83, 0.24], [4.31, 2.88, -0.38], [2.94, 2.88, -0.18], [1.83, 1.80, -1.01], [0.77, 1.50, 0.31], [0.28, 2.58, 0.95], [-0.91, 2.43, 1.69], [-1.45, 3.39, 2.58], [-2.60, 3.10, 3.26], [-3.24, 1.86, 3.07], [-2.67, 0.96, 2.20], [-1.55, 1.22, 1.51], [0.59, 4.54, 1.42], [2.72, 5.45, 2.02], [5.15, 5.49, 1.59], [6.18, 3.84, 0.07], [4.75, 2.14, -1.04], [-0.95, 4.33, 2.76], [-3.02, 3.83, 3.95], [-4.15, 1.60, 3.59], [-3.11, -0.01, 2.04], [0.51, 0.56, 4.55], [1.31, -0.51, 3.24], [2.72, 0.45, 2.45], [2.03, -2.05, 4.03], [0.17, -0.97, 1.99], [-0.97, -1.72, 2.20], [-1.45, -2.15, 3.46], [-2.65, -2.82, 3.57], [-3.44, -3.08, 2.45], [-3.00, -2.67, 1.21], [-1.78, -2.02, 1.08], [1.22, 0.80, 5.34], [-0.35, 0.08, 5.01], [0.16, 1.51, 4.12], [2.58, 1.53, 2.56], [2.83, 0.26, 1.38], [3.66, 0.19, 2.94], [2.94, -1.78, 4.57], [2.30, -2.79, 3.28], [1.36, -2.53, 4.74], [-0.88, -1.93, 4.35], [-2.98, -3.14, 4.55], [-4.38, -3.61, 2.56], [-3.59, -2.86, 0.32], [-1.46, -1.86, 0.04]],
  "orbital_gap_ev": [5.95, 7.29],
  "spin_multiplicity": 5,
  "charge": 1,
  "e_tot_ev": -106160.7912,
  "homo_energy_ev": [-7.9, -9.8]
}

Record 3
{
  "formula": "C33H38EuN2O5PSiTe",
  "method": "ωB97M-V/def2-TZVPD",
  "elements": ["Eu", "C", "C", "N", "O", "C", "C", "N", "O", "H", "H", "H", "H", "H", "H", "H", "O", "C", "O", "C", "P", "C", "C", "C", "C", "C", "C", "C", "C", "C", "C", "C", "C", "H", "H", "H", "H", "H", "H", "H", "H", "H", "H", "H", "H", "Te", "C", "C", "C", "C", "C", "C", "C", "C", "C", "C", "C", "C", "H", "H", "H", "H", "H", "H", "H", "H", "H", "H", "C", "Si", "C", "C", "O", "H", "H", "H", "H", "H", "H", "H", "H", "H"],
  "coordinates": [[0.17, 0.30, -0.16], [-0.62, -1.30, 4.65], [-0.07, -0.70, 3.41], [-0.55, -1.02, 2.23], [-1.58, -1.94, 2.39], [0.98, 0.30, 3.39], [1.61, 0.74, 4.68], [1.28, 0.76, 2.21], [2.22, 1.83, 2.21], [-1.30, -2.13, 4.38], [-1.18, -0.54, 5.22], [0.19, -1.64, 5.31], [-1.73, -2.24, 1.49], [0.83, 0.99, 5.43], [2.24, 1.62, 4.50], [2.20, -0.08, 5.10], [-0.61, 2.47, -1.47], [0.61, 2.41, -1.79], [1.08, 1.41, -2.40], [1.52, 3.41, -1.26], [2.23, 2.72, 0.56], [2.90, 4.19, 1.13], [4.06, 3.95, 1.85], [4.70, 5.06, 2.37], [4.13, 6.31, 2.18], [2.92, 6.50, 1.52], [2.26, 5.41, 1.01], [3.37, 1.58, -0.21], [4.49, 2.18, -0.78], [5.57, 1.38, -1.16], [5.47, 0.00, -1.09], [4.31, -0.61, -0.60], [3.30, 0.19, -0.09], [0.96, 4.34, -1.09], [2.35, 3.52, -1.97], [4.40, 2.93, 2.02], [5.65, 4.95, 2.90], [4.61, 7.18, 2.64], [2.50, 7.52, 1.42], [1.27, 5.51, 0.53], [4.53, 3.28, -0.91], [6.48, 1.86, -1.50], [6.33, -0.60, -1.40], [4.24, -1.70, -0.58], [2.51, -0.26, 0.54], [-1.89, -3.13, -0.74], [-3.44, -4.40, -0.03], [-4.12, -4.18, 1.18], [-4.98, -5.14, 1.66], [-5.21, -6.29, 0.94], [-4.61, -6.49, -0.28], [-3.75, -5.53, -0.79], [-3.19, -1.38, -0.84], [-2.92, -0.18, -0.15], [-3.58, 0.97, -0.50], [-4.76, 0.89, -1.23], [-5.16, -0.32, -1.77], [-4.38, -1.47, -1.58], [-3.90, -3.28, 1.74], [-5.45, -5.01, 2.65], [-5.88, -7.06, 1.33], [-4.77, -7.41, -0.85], [-3.26, -5.63, -1.77], [-2.20, -0.19, 0.66], [-3.20, 1.94, -0.19], [-5.38, 1.78, -1.40], [-6.11, -0.39, -2.32], [-4.71, -2.44, -1.99], [-1.20, -2.79, -3.95], [-0.32, -1.27, -3.24], [1.38, -1.11, -4.04], [-1.50, 0.14, -3.61], [-0.14, -1.52, -1.62], [-1.15, -2.78, -5.06], [-2.28, -2.79, -3.69], [-0.76, -3.75, -3.61], [1.64, -1.98, -4.66], [2.13, -1.00, -3.23], [1.44, -0.20, -4.65], [-1.32, 0.50, -4.66], [-1.33, 1.00, -2.95], [-2.58, -0.14, -3.56]],
  "orbital_gap_ev": [5.09, 5.10],
  "spin_multiplicity": 8,
  "charge": -1,
  "e_tot_ev": -91843.8520,
  "homo_energy_ev": [-2.8, -2.8]
}

Record 4
{
  "formula": "C33H38F4O9",
  "method": "ωB97M-V/def2-TZVPD",
  "elements": ["C", "O", "C", "O", "O", "C", "H", "H", "H", "H", "H", "H", "C", "O", "C", "O", "O", "C", "H", "H", "H", "H", "H", "H", "C", "O", "C", "O", "O", "C", "H", "H", "H", "H", "H", "H", "F", "C", "C", "C", "C", "C", "C", "H", "H", "H", "H", "H", "F", "C", "C", "C", "C", "C", "C", "H", "H", "H", "H", "H", "F", "C", "C", "C", "C", "C", "C", "H", "H", "H", "H", "H", "F", "C", "C", "C", "C", "C", "C", "H", "H", "H", "H", "H"],
  "coordinates": [[-2.00, 2.37, -2.89], [-3.43, 2.39, -2.67], [-4.01, 1.35, -2.00], [-3.35, 0.38, -1.56], [-5.38, 1.60, -2.08], [-6.30, 0.77, -1.34], [-1.51, 2.22, -1.93], [-1.78, 3.40, -3.18], [-1.75, 1.74, -3.75], [-5.94, 0.57, -0.33], [-6.51, -0.08, -1.98], [-7.26, 1.27, -1.20], [2.96, -5.80, -3.91], [2.55, -4.45, -3.97], [1.52, -4.16, -3.20], [0.80, -4.91, -2.50], [1.46, -2.80, -3.26], [0.33, -2.25, -2.68], [2.77, -6.15, -2.89], [4.03, -5.81, -4.09], [2.37, -6.25, -4.70], [0.35, -2.43, -1.61], [-0.52, -2.55, -3.30], [0.28, -1.16, -2.68], [-0.69, 0.17, -3.22], [-0.90, 0.44, -1.87], [0.18, 0.72, -1.12], [1.36, 0.77, -1.50], [-0.23, 1.01, 0.12], [0.75, 1.30, 1.09], [-0.62, 1.03, -3.89], [-1.62, -0.33, -3.49], [0.04, -0.56, -3.58], [0.31, 1.35, 2.08], [1.02, 2.35, 0.99], [1.65, 0.67, 1.06], [2.65, 4.17, -0.03], [3.20, 2.93, 0.23], [3.98, 2.82, 1.34], [4.59, 1.61, 1.67], [4.33, 0.50, 0.89], [3.52, 0.58, -0.29], [2.98, 1.83, -0.65], [4.23, 3.74, 1.85], [5.20, 1.38, 2.52], [4.80, -0.45, 1.11], [3.24, -0.21, -0.97], [2.36, 1.96, -1.52], [-0.94, 1.68, 4.32], [-0.84, 0.33, 4.56], [-0.23, -0.46, 3.66], [-0.25, -1.81, 3.75], [-0.85, -2.42, 4.85], [-1.57, -1.63, 5.76], [-1.54, -0.26, 5.67], [0.38, -0.01, 2.88], [0.28, -2.40, 3.02], [-0.80, -3.50, 4.89], [-2.07, -2.08, 6.60], [-2.09, 0.40, 6.32], [-3.37, -1.55, -4.24], [-2.64, -2.26, -3.42], [-2.40, -3.58, -3.71], [-1.78, -4.31, -2.70], [-1.29, -3.75, -1.54], [-1.50, -2.37, -1.31], [-2.16, -1.61, -2.26], [-2.78, -3.99, -4.64], [-1.78, -5.39, -2.77], [-0.82, -4.34, -0.77], [-1.10, -1.85, -0.46], [-2.22, -0.58, -1.92], [2.22, 1.40, 4.10], [1.90, 2.70, 3.90], [2.49, 3.68, 4.69], [2.09, 5.05, 4.45], [1.20, 5.45, 3.48], [0.60, 4.43, 2.74], [0.98, 3.10, 2.87], [3.20, 3.40, 5.46], [2.42, 5.76, 5.20], [0.89, 6.46, 3.24], [-0.17, 4.79, 2.07], [0.53, 2.45, 2.13]],
  "smiles": "COC(=O)OC.COC(=O)OC.COC(=O)OC.Fc1ccccc1.Fc1ccccc1.Fc1ccccc1.Fc1ccccc1",
  "orbital_gap_ev": 8.77,
  "e_tot_ev": -64120.6233,
  "homo_energy_ev": -8.2
}

Record 5
{
  "formula": "C33H38N3O2",
  "method": "ωB97M-V/def2-TZVPD",
  "elements": ["C", "C", "C", "C", "C", "C", "C", "C", "C", "N", "C", "N", "C", "C", "C", "C", "C", "N", "C", "C", "C", "C", "H", "H", "H", "H", "H", "H", "H", "H", "H", "H", "H", "H", "H", "H", "H", "H", "H", "H", "H", "H", "H", "H", "H", "H", "H", "H", "H", "H", "H", "H", "C", "C", "C", "C", "C", "C", "C", "O", "C", "C", "C", "C", "C", "C", "C", "O", "H", "H", "H", "H", "H", "H", "H", "H"],
  "coordinates": [[1.06, -2.66, -0.77], [1.37, -1.50, -0.21], [1.66, -0.16, 0.67], [1.08, -0.41, 2.15], [2.05, -0.49, 3.44], [3.65, -0.52, 3.28], [4.46, 0.71, 3.95], [4.80, 1.93, 2.89], [6.09, 2.73, 3.52], [6.77, 3.62, 2.53], [1.36, 0.50, 4.52], [0.21, 1.08, 4.06], [-0.03, 0.65, 2.65], [-1.50, 0.28, 2.11], [-2.67, 0.21, 3.22], [-3.70, 1.49, 3.13], [-3.19, 2.73, 4.04], [-2.37, 3.70, 3.25], [-2.10, 3.76, 1.80], [-1.14, 4.97, 1.50], [-0.91, 5.65, 2.91], [-1.69, 4.79, 4.00], [0.63, -3.74, -0.88], [2.75, 0.18, 0.62], [1.00, 0.68, 0.20], [0.61, -1.48, 2.05], [1.79, -1.53, 3.91], [4.03, -0.60, 2.18], [4.02, -1.51, 3.78], [4.00, 1.11, 4.94], [5.51, 0.29, 4.25], [3.89, 2.63, 2.85], [5.09, 1.47, 1.86], [6.87, 1.97, 3.90], [5.68, 3.33, 4.43], [6.46, 4.60, 2.59], [6.72, 3.26, 1.56], [1.78, 0.68, 5.59], [-0.30, 1.73, 4.69], [0.25, 1.59, 2.01], [-1.43, -0.77, 1.62], [-1.80, 1.02, 1.28], [-3.34, -0.71, 2.92], [-2.32, -0.01, 4.30], [-4.69, 1.11, 3.62], [-3.98, 1.76, 2.05], [-2.52, 2.27, 4.88], [-4.06, 3.29, 4.56], [-2.51, 3.04, 0.99], [-0.74, 5.26, 0.46], [-0.26, 6.59, 3.05], [-1.71, 4.99, 5.13], [-1.85, -1.00, -2.92], [-3.11, -0.68, -3.42], [-3.58, -1.30, -4.58], [-2.78, -2.23, -5.25], [-1.51, -2.53, -4.76], [-1.05, -1.93, -3.59], [-0.63, -3.48, -5.49], [0.48, -3.75, -5.06], [-1.12, -4.09, -6.74], [-0.29, -4.94, -7.47], [-0.74, -5.53, -8.64], [-2.04, -5.28, -9.09], [-2.87, -4.43, -8.37], [-2.41, -3.83, -7.20], [-3.29, -2.89, -6.47], [-4.43, -2.67, -6.86], [-1.48, -0.53, -2.02], [-3.73, 0.05, -2.91], [-4.56, -1.05, -4.96], [-0.06, -2.17, -3.20], [0.72, -5.15, -7.12], [-0.09, -6.19, -9.21], [-2.40, -5.75, -10.00], [-3.88, -4.23, -8.73]],
  "orbital_gap_ev": 6.23,
  "charge": 1,
  "e_tot_ev": -43385.9173,
  "homo_energy_ev": -10.7
}

Record 6
{
  "formula": "C33H38N4O11",
  "method": "ωB97M-V/def2-TZVPD",
  "elements": ["C", "C", "C", "C", "C", "C", "N", "O", "O", "H", "H", "H", "H", "H", "C", "C", "C", "C", "C", "C", "N", "O", "O", "H", "H", "H", "H", "H", "C", "C", "C", "C", "C", "C", "N", "O", "O", "H", "H", "H", "H", "H", "C", "C", "C", "C", "C", "C", "N", "O", "O", "H", "H", "H", "H", "H", "C", "C", "O", "C", "H", "H", "H", "H", "H", "H", "C", "C", "O", "C", "H", "H", "H", "H", "H", "H", "C", "C", "O", "C", "H", "H", "H", "H", "H", "H"],
  "coordinates": [[-31.59, -0.52, -12.18], [-30.65, 0.23, -12.92], [-29.44, 0.50, -12.30], [-29.05, 0.14, -11.07], [-29.97, -0.63, -10.35], [-31.23, -0.97, -10.89], [-27.72, 0.50, -10.48], [-27.05, 1.34, -11.12], [-27.45, -0.01, -9.40], [-32.49, -0.81, -12.70], [-30.89, 0.50, -13.94], [-28.81, 1.06, -12.98], [-29.73, -0.77, -9.30], [-31.79, -1.78, -10.45], [-32.78, -0.97, 3.33], [-31.63, -1.08, 4.14], [-30.53, -1.94, 3.75], [-30.59, -2.52, 2.49], [-31.76, -2.35, 1.77], [-32.91, -1.64, 2.20], [-29.43, -3.29, 2.01], [-28.71, -3.82, 2.89], [-29.30, -3.41, 0.79], [-33.50, -0.23, 3.63], [-31.61, -0.58, 5.10], [-29.66, -2.04, 4.38], [-31.87, -2.74, 0.77], [-33.77, -1.35, 1.62], [-27.31, -13.16, -10.48], [-26.03, -12.58, -10.39], [-24.96, -13.46, -10.54], [-25.13, -14.87, -10.71], [-26.50, -15.39, -10.85], [-27.60, -14.50, -10.74], [-23.94, -15.73, -10.74], [-22.83, -15.27, -10.36], [-23.98, -16.92, -11.05], [-28.19, -12.53, -10.50], [-25.86, -11.52, -10.33], [-23.94, -13.09, -10.62], [-26.75, -16.42, -11.04], [-28.63, -14.80, -10.62], [-37.62, -4.76, -12.47], [-36.91, -5.91, -12.14], [-36.83, -6.32, -10.81], [-37.40, -5.54, -9.75], [-38.12, -4.40, -10.10], [-38.18, -3.98, -11.42], [-37.46, -6.03, -8.39], [-38.29, -5.58, -7.55], [-36.57, -6.83, -8.06], [-37.63, -4.47, -13.51], [-36.30, -6.47, -12.84], [-36.38, -7.30, -10.73], [-38.61, -3.75, -9.39], [-38.59, -3.00, -11.64], [-23.90, -7.33, -1.82], [-23.38, -7.28, -3.20], [-22.82, -8.21, -3.81], [-23.75, -6.06, -4.02], [-24.99, -7.32, -1.91], [-23.66, -6.39, -1.33], [-23.54, -8.18, -1.25], [-24.81, -5.82, -3.98], [-23.52, -6.15, -5.08], [-23.24, -5.20, -3.59], [-28.92, -6.58, -7.54], [-30.11, -7.20, -6.85], [-30.64, -8.11, -7.33], [-30.41, -6.75, -5.39], [-28.90, -5.54, -7.20], [-29.20, -6.70, -8.59], [-28.12, -7.23, -7.21], [-31.29, -7.30, -5.07], [-30.48, -5.68, -5.23], [-29.54, -7.04, -4.81], [-32.76, -17.02, -3.97], [-33.07, -15.51, -4.09], [-33.25, -14.92, -3.04], [-33.35, -14.80, -5.38], [-33.50, -17.58, -4.55], [-32.63, -17.33, -2.93], [-31.77, -17.28, -4.34], [-32.69, -15.15, -6.18], [-33.33, -13.71, -5.27], [-34.29, -15.14, -5.79]],
  "smiles": "O=[N+]([O-])c1ccccc1.O=[N+]([O-])c1ccccc1.O=[N+]([O-])c1ccccc1.O=[N+]([O-])c1ccccc1.CC(C)=O.CC(C)=O.CC(C)=O",
  "orbital_gap_ev": 8.52,
  "e_tot_ev": -63305.1987,
  "homo_energy_ev": -9.5
}